Record 1
Entry from OMol25: an isolated molecule of C15H15F3N2OS (the ωB97M-V functional and the def2-TZVPD basis).

XYZ file:
```
37
Properties=species:S:1:pos:R:3:mulliken_charge:R:1
H 1.38 -4.35 0.53 0.371
H 0.99 2.32 -1.40 0.408
C 3.03 -0.10 2.07 -1.330
F 0.67 2.94 -4.16 -0.259
H 1.50 -1.99 -0.32 0.260
C -0.21 0.07 3.59 0.740
C 0.89 -3.50 1.01 -0.875
C -0.52 2.78 -3.54 0.909
C -0.54 -1.92 -0.20 0.469
C -0.51 -0.70 -1.07 0.398
C 1.69 -0.47 2.62 -0.093
H -2.21 0.80 3.62 0.299
S -0.39 -1.67 3.48 -0.197
C 1.72 -3.01 2.21 -0.913
N 0.89 0.51 3.12 -0.572
C -1.42 0.51 -2.94 -0.713
F -1.44 2.77 -4.51 -0.283
H -2.09 -1.43 -2.31 0.471
N 0.69 -2.44 0.05 -0.146
H 1.02 0.32 0.05 0.318
F -0.72 3.91 -2.84 -0.257
C -1.40 -0.61 -2.13 -0.630
H -0.11 -3.80 1.34 0.432
C -0.54 1.55 -2.68 0.410
H 3.06 0.98 1.92 0.352
H -0.97 1.95 4.16 0.335
H 2.76 -2.86 1.90 0.360
H -1.47 0.62 5.22 0.308
H 3.23 -0.60 1.12 0.366
H 1.71 -3.78 2.98 0.332
C 0.34 1.49 -1.60 -1.139
O -1.57 -2.39 0.22 -0.642
H 3.82 -0.37 2.77 0.372
C -1.28 0.91 4.18 -1.155
H -2.11 0.58 -3.77 0.460
C 0.35 0.36 -0.80 -0.077
C 1.17 -1.73 2.73 0.912
```

**Molecular weight**: 328.4 g/mol
**Lowest unoccupied orbital energy**: 0.0184 Ha
**Structure (SMILES)**: Cc1nc(C)c(CCNC(=O)c2ccc(C(F)(F)F)cc2)s1
**HOMO level**: -8.72 eV
**ΔE to the lowest compared entry with this formula, charge and spin**: 0.0 kcal per mole

Record 2
Entry from OMol25: a cluster of 2 separate species, C15H15I2NO3 in total at a distorted geometry (the ωB97M-V functional and the def2-TZVPD basis).

XYZ file:
```
36
Properties=species:S:1:pos:R:3:mulliken_charge:R:1
C -0.71 -0.29 3.82 0.085
H -0.10 -1.11 -2.03 0.236
O 2.63 1.95 -3.93 -0.273
C 1.73 0.09 0.66 -0.407
C -1.85 -1.91 5.15 -0.105
C -2.61 -1.25 2.99 -0.263
H 1.21 -0.82 1.15 0.376
C -1.19 -0.42 -3.94 -0.427
H -3.62 -2.70 4.22 0.348
C 1.19 1.83 -3.99 0.216
O 3.99 2.41 -2.07 -0.494
H 0.02 1.32 -0.32 0.046
O 0.39 2.38 -4.77 -0.492
H -1.94 -2.50 6.05 0.371
H -3.35 -0.29 -4.40 0.252
I 4.42 -0.83 -0.62 0.064
H -0.78 -1.20 -4.68 0.336
C -2.78 -2.02 4.13 -0.473
C 0.92 0.76 -2.82 -0.153
C -2.40 0.31 -4.12 -0.645
C 2.25 -0.40 -0.78 -0.710
C 3.05 1.76 -2.56 0.435
H 0.10 0.41 3.66 0.375
H -0.08 1.10 1.49 0.177
C 0.66 1.29 0.62 -0.565
C -0.38 -0.14 -2.57 -0.238
H -1.11 0.42 -1.86 0.320
H 1.77 -1.41 -1.09 0.558
C 2.09 0.64 -1.98 0.741
H -0.04 -0.91 5.77 0.348
I 3.41 0.55 2.02 0.071
N -1.60 -0.39 2.82 -0.357
H -2.41 1.44 -3.98 0.261
H -3.32 -1.31 2.17 0.377
C -0.79 -1.03 4.99 -0.741
H 1.24 2.27 0.81 0.348
```

**Molecular weight**: 511.1 g/mol
**Lowest unoccupied orbital energy**: -0.0381 Ha
**HOMO level**: -8.26 eV

Record 3
Entry from OMol25: a structure of composition C15H15IrN3P at a distorted geometry (the ωB97M-V functional and the def2-TZVPD basis).

XYZ file:
```
35
Properties=species:S:1:pos:R:3:mulliken_spin:R:1
H -0.64 -1.89 -4.83 0.025
C -1.39 0.95 4.88 -0.039
H 0.36 3.14 -5.03 0.014
N 0.01 0.12 1.51 0.007
C -0.33 0.73 0.28 0.282
N -0.22 1.04 8.26 0.083
H 1.35 -2.85 -1.56 -0.002
H -2.28 1.34 5.34 0.003
C -0.15 0.35 2.91 0.052
H 0.08 -3.49 -3.11 -0.001
H -0.98 1.59 0.15 0.015
C -0.44 1.34 -5.91 0.254
C 0.91 -0.13 3.73 0.159
C 0.82 -0.95 1.21 0.185
C -1.34 0.80 3.48 0.109
H -1.03 -0.54 -6.74 0.001
H -2.18 1.04 2.84 0.021
Ir -0.06 -0.24 -2.87 1.662
H 1.93 -1.60 -0.48 -0.008
P 0.10 -2.44 -2.16 0.002
C -0.28 0.85 7.10 -0.022
C -0.45 -0.80 -4.66 0.326
N 0.24 0.03 -0.72 0.091
H 1.15 -1.71 1.91 0.008
H 1.83 -0.57 3.34 0.034
C 1.15 -0.90 -0.12 -0.099
C 0.14 2.08 -4.86 0.123
C 0.84 0.02 5.10 -0.071
H 1.04 2.12 -2.92 0.033
H 1.70 -0.30 5.72 0.002
C -0.28 0.60 5.68 0.191
C -0.65 -0.03 -5.83 0.115
C 0.45 1.49 -3.63 0.392
H -0.72 -3.09 -1.17 0.030
H -0.66 1.86 -6.85 0.020
```

**Molecular weight**: 460.5 g/mol
**Lowest unoccupied orbital energy (spin up / spin down)**: -0.0006 / -0.1242 Ha
**HOMO level (spin up / spin down)**: -3.91 / -8.08 eV
**Spin multiplicity**: 5
**ΔE to the lowest compared entry with this formula, charge and spin**: 0.0 kcal per mole

Record 4
Entry from OMol25: a cluster of 2 separate species, C15H15N2O5 in total (the ωB97M-V functional and the def2-TZVPD basis).

XYZ file:
```
37
Properties=species:S:1:pos:R:3:mulliken_charge:R:1
C -4.85 -1.67 -0.65 0.284
H -1.69 -1.14 2.73 0.363
C -1.14 -1.17 -0.56 -0.202
H -4.57 0.96 -0.82 0.312
C -3.48 -1.46 -0.13 0.306
H -0.17 3.75 0.96 0.379
C 2.52 2.03 -0.16 -0.361
H 4.03 -0.05 -0.50 0.115
C -3.20 -1.38 1.25 -0.668
C 0.11 1.64 1.11 -0.574
H 3.31 -0.98 0.80 0.393
C 6.14 -0.24 -2.28 0.765
C 3.08 -0.41 -0.10 -1.217
C 0.47 -0.83 1.23 -1.385
H -4.78 0.49 0.74 0.336
O 5.88 -0.12 -1.03 -0.680
O -5.25 -2.70 -1.12 -0.540
O -5.73 -0.62 -0.60 -0.263
C 0.93 0.55 0.85 0.955
H -0.30 -1.06 -1.21 0.390
C 1.70 3.11 0.11 -0.643
O 7.06 -0.99 -2.70 -0.653
H 1.99 4.11 -0.19 0.395
C 2.16 0.73 0.21 0.505
H 3.47 2.17 -0.67 0.487
N -5.25 0.64 -0.14 -0.496
H -3.99 -1.47 1.98 0.501
C -2.40 -1.37 -1.02 -0.693
H -2.54 -1.45 -2.09 0.458
O 5.41 0.45 -3.07 -0.616
H 1.11 -1.58 0.75 0.501
H 0.52 -0.98 2.30 0.258
H 2.64 -1.11 -0.82 0.296
C 0.49 2.92 0.75 -0.599
H -0.85 1.49 1.60 0.355
C -1.93 -1.20 1.68 -0.053
N -0.89 -1.09 0.80 0.289
```

**Molecular weight**: 303.3 g/mol
**Lowest unoccupied orbital energy**: -0.0097 Ha
**HOMO level**: -1.97 eV
**Charge**: -1

Record 5
Entry from OMol25: a cluster of 3 separate species, C15H15N3 in total at a distorted geometry (the ωB97M-V functional and the def2-TZVPD basis).

XYZ file:
```
33
Properties=species:S:1:pos:R:3:mulliken_spin:R:1
C 2.72 -1.25 -0.94 -0.091
H -4.31 2.80 -0.74 0.001
H -0.89 4.22 2.43 0.001
C -2.54 -2.98 -0.48 0.042
C -1.26 -3.52 -0.39 0.076
H -2.83 5.93 1.75 0.000
H -0.66 2.33 1.46 0.002
H -3.41 -3.49 -0.86 -0.002
C -0.34 -2.89 0.40 -0.023
H 1.70 -1.56 -1.11 -0.026
H 0.56 -3.47 0.57 -0.092
C -3.63 3.12 0.04 0.000
N -1.75 -0.95 0.56 0.006
H -3.66 -1.16 -0.20 0.010
C 5.39 -0.61 -0.70 0.022
C 3.32 -1.21 0.25 0.108
C -2.74 4.93 1.35 0.000
C -0.60 -1.59 0.90 0.143
N -3.65 4.41 0.48 0.000
C -2.58 2.28 0.37 0.005
C -2.71 -1.65 -0.04 0.026
C -1.73 4.05 1.77 -0.002
H 5.58 -0.66 -2.74 0.008
H 0.12 -1.07 1.52 0.046
C -1.59 2.80 1.20 0.008
H 2.96 -1.21 -3.05 0.056
H -2.49 1.28 -0.01 -0.006
H -1.19 -4.54 -0.73 0.003
H 2.84 -1.27 1.22 0.038
N 4.63 -0.88 0.41 0.233
C 3.44 -1.05 -2.10 0.361
H 6.45 -0.41 -0.64 0.020
C 4.83 -0.72 -1.96 0.028
```

**Molecular weight**: 237.3 g/mol
**Lowest unoccupied orbital energy (spin up / spin down)**: 0.1072 / 0.1073 Ha
**HOMO level (spin up / spin down)**: 0.42 / -4.69 eV
**Spin multiplicity**: 2
**Charge**: -1

Record 6
Entry from OMol25: an isolated molecule of C15H15N3O4 at a distorted geometry (the ωB97M-V functional and the def2-TZVPD basis).

XYZ file:
```
37
Properties=species:S:1:pos:R:3:mulliken_charge:R:1
C 1.53 0.17 -0.38 -0.206
C 2.83 0.61 -0.58 -0.829
H 0.70 0.79 -0.65 0.449
C -5.58 1.74 -0.02 -0.596
C -4.37 1.93 0.90 -0.905
H -0.36 -2.34 -0.37 0.334
H 2.20 -2.86 0.96 0.385
H 4.51 -2.07 0.60 0.447
C 3.91 -0.19 -0.23 0.297
N -5.00 -1.79 -0.65 -0.514
H 3.02 1.58 -1.01 0.445
N -6.73 -0.39 -0.68 -0.563
C 3.67 -1.45 0.33 -0.599
H -2.87 1.83 -0.65 0.260
H -2.25 1.48 0.96 0.372
O 6.23 -0.54 -0.06 -0.302
H -6.50 2.09 0.44 0.377
C 7.57 -0.10 -0.25 -0.650
H -4.22 2.99 1.09 0.330
C -4.56 -0.60 -0.32 0.841
H -5.43 2.30 -0.95 0.297
C -5.68 0.30 -0.35 0.553
C 5.27 0.33 -0.45 0.631
H 7.75 0.81 0.32 0.291
C -3.23 -0.15 0.01 0.082
O 5.52 1.41 -0.93 -0.612
O -1.03 -0.53 0.33 -0.021
H -0.17 -2.08 1.38 0.327
C 1.30 -1.08 0.18 0.827
H 8.20 -0.91 0.11 0.227
C -0.10 -1.59 0.39 -0.515
H -4.57 1.44 1.86 0.320
O -6.31 -1.66 -0.87 -0.037
H 7.76 0.10 -1.30 0.290
C 2.38 -1.89 0.53 -0.984
C -3.10 1.33 0.29 -0.493
N -2.28 -1.00 0.03 -0.557
```

**Molecular weight**: 301.3 g/mol
**Lowest unoccupied orbital energy**: 0.0081 Ha
**Structure (SMILES)**: COC(=O)c1ccc(CO/N=C2\CCCc3nonc32)cc1
**HOMO level**: -9.38 eV
**ΔE to the lowest compared entry with this formula, charge and spin**: 54.2 kcal per mole